Below is a structure of composition C15H17N4O3PtS2, with properties calculated with the ωB97M-V functional and the def2-TZVPD basis.

Each line ends with the natural charge from an NBO analysis.
CARTESIAN COORDINATES (ANGSTROEM)
Pt -0.010 -0.180 -0.241  0.813
C -2.152 0.492 3.566  -0.710
C -1.157 0.588 2.455  0.376
N -1.363 0.076 1.293  -0.276
N -2.607 -0.491 1.043  -0.425
C -2.973 -0.728 -0.227  0.310
N -4.218 -1.140 -0.453  -0.744
S -1.877 -0.504 -1.502  0.017
C 0.087 1.369 2.652  0.099
C 0.882 1.162 3.768  -0.204
C 2.059 1.887 3.866  -0.148
C 2.357 2.803 2.873  -0.206
C 1.467 2.962 1.817  0.059
N 0.353 2.254 1.692  -0.407
H -3.018 1.122 3.338  0.259
H -1.717 0.865 4.488  0.271
H -2.491 -0.532 3.741  0.238
H -3.252 -0.591 1.812  0.412
H -4.921 -1.177 0.266  0.416
H -4.498 -1.361 -1.394  0.435
H 0.617 0.430 4.519  0.228
H 2.729 1.734 4.700  0.238
H 3.263 3.391 2.908  0.239
H 1.665 3.687 1.037  0.208
C -0.163 -1.076 -5.314  -0.641
C 0.458 -1.018 -3.950  0.041
C 0.749 0.179 -3.343  -0.237
C 1.365 0.211 -2.070  -0.167
C 1.665 -1.006 -1.422  -0.441
C 1.365 -2.242 -2.055  -0.153
C 0.776 -2.231 -3.283  -0.193
S 2.681 -0.951 0.063  2.417
O 3.884 -0.234 -0.209  -0.913
O 1.707 -0.077 0.869  -0.973
O 2.747 -2.288 0.567  -0.930
H -0.348 -0.081 -5.714  0.228
H -1.110 -1.618 -5.283  0.231
H 0.490 -1.609 -6.006  0.242
H 0.542 1.112 -3.850  0.235
H 1.782 1.138 -1.694  0.262
H 1.633 -3.159 -1.547  0.263
H 0.555 -3.169 -3.778  0.233

Relative energy (zero: lowest compared OMol25 entry of this formula, charge and spin)   0.1 kcal per mole
Charge   +1
E_tot   -1942.02674 Ha
Orbital gap   8.37 eV